Density functional theory data (ωB97M-V with the def2-TZVPD basis set) for a molecular structure, C41H35BrMgN5O5P2Se2 at a distorted geometry.

Results
net charge = -1
frontier orbital gap = 0.28986 hartree
E_tot = -285540.9781 eV
LUMO = 2.4 eV
highest occupied orbital energy = -0.20225 Eh

Structure (XYZ):
```
92
Properties=species:S:1:pos:R:3:mulliken_charge:R:1
Mg 0.530 -1.191 1.831 0.490
Se -2.204 2.094 -3.402 -0.367
P -1.399 3.088 -1.725 0.597
C -2.638 4.271 -1.011 0.738
C -3.770 4.563 -1.774 -0.469
C -4.724 5.466 -1.318 -0.633
C -4.564 6.090 -0.089 -0.416
C -3.439 5.814 0.675 -0.709
C -2.479 4.916 0.222 -0.360
C 0.014 4.156 -2.204 0.668
C 0.191 4.472 -3.548 -0.386
C 1.244 5.290 -3.943 -0.731
C 2.129 5.792 -2.998 -0.431
C 1.959 5.476 -1.656 -0.807
C 0.906 4.662 -1.255 -0.338
C -0.747 2.075 -0.367 1.308
C -0.452 0.719 -0.135 -1.004
N 0.060 0.670 1.129 0.634
N 0.059 1.884 1.648 -1.592
N -0.424 2.736 0.772 0.008
P -0.488 -0.760 -1.201 0.637
Se 0.774 -2.424 -0.724 -0.429
C 0.147 -0.119 -2.778 0.387
C 1.131 0.865 -2.769 -0.104
C 1.649 1.330 -3.972 -0.615
C 1.205 0.800 -5.176 -0.633
C 0.253 -0.214 -5.180 -0.696
C -0.274 -0.674 -3.983 -0.264
C -2.223 -1.265 -1.405 0.646
C -3.277 -0.486 -0.943 -0.085
C -4.580 -0.955 -1.033 -0.965
C -4.838 -2.204 -1.584 -0.515
C -3.787 -2.990 -2.038 -0.881
C -2.481 -2.526 -1.935 -0.664
H -3.902 4.064 -2.725 0.307
H -5.599 5.674 -1.925 0.389
H -5.313 6.787 0.273 0.368
H -3.305 6.295 1.638 0.397
H -1.615 4.702 0.830 0.308
H -0.492 4.055 -4.280 0.349
H 1.376 5.527 -4.993 0.395
H 2.957 6.422 -3.307 0.380
H 2.653 5.856 -0.915 0.413
H 0.785 4.406 -0.210 0.391
H 1.502 1.261 -1.831 0.464
H 2.399 2.113 -3.963 0.482
H 1.601 1.175 -6.113 0.378
H -0.091 -0.635 -6.118 0.395
H -1.039 -1.442 -3.987 0.279
H -3.088 0.471 -0.484 0.414
H -5.393 -0.343 -0.659 0.462
H -5.858 -2.572 -1.643 0.387
H -3.979 -3.974 -2.452 0.409
H -1.655 -3.158 -2.235 0.421
C 4.343 -3.957 0.590 -1.027
C 4.464 -3.825 2.107 -1.440
C 4.246 -2.394 2.632 2.956
C 4.407 -2.382 4.163 -1.428
C 4.126 -1.023 4.804 -1.171
C 5.308 -1.496 2.017 -0.191
O 6.495 -1.676 2.225 -0.674
N 4.868 -0.495 1.193 0.129
C 3.528 -0.098 0.974 0.139
O 3.327 0.843 0.237 -0.675
N 2.555 -0.818 1.623 -0.346
C 2.835 -1.940 2.296 -0.162
O 1.852 -2.634 2.680 -0.846
H 4.522 -4.990 0.278 0.483
H 5.069 -3.324 0.071 0.295
H 3.346 -3.674 0.245 0.039
H 5.455 -4.142 2.436 0.489
H 3.721 -4.454 2.599 0.404
H 5.430 -2.693 4.377 0.496
H 3.726 -3.133 4.566 0.432
H 4.796 -0.251 4.410 0.281
H 4.276 -1.071 5.884 0.482
H 3.097 -0.700 4.627 0.217
H 5.567 0.077 0.745 0.278
Br -4.513 -1.799 3.177 -0.185
C -3.556 -3.435 3.101 0.105
C -4.249 -4.625 3.266 -0.416
C -3.558 -5.827 3.201 -0.458
C -2.185 -5.831 2.979 -0.695
C -1.506 -4.634 2.818 -0.386
C -2.188 -3.420 2.877 0.437
C -1.408 -2.156 2.585 0.850
O -0.681 -1.615 3.466 -0.834
O -1.425 -1.756 1.386 -0.014
H -5.318 -4.608 3.441 0.394
H -4.096 -6.760 3.319 0.354
H -1.646 -6.771 2.930 0.386
H -0.435 -4.619 2.640 0.497
```

Density functional theory data (ωB97M-V with the def2-TZVPD basis set) for a molecular structure, C33H33ClN5Se2Te2Y at a distorted geometry.

Results
net charge = -2
frontier orbital gap = 0.10739 hartree
E_tot = -201053.7413 eV
LUMO = 3.4 eV
highest occupied orbital energy = 0.01805 Eh

Structure (XYZ):
```
77
Properties=species:S:1:pos:R:3:mulliken_charge:R:1
Y 18.206 12.091 13.254 0.734
Se 17.971 12.546 16.161 -0.567
Te 18.881 14.881 16.525 -0.263
Te 18.382 16.084 13.987 0.198
Se 20.558 16.264 12.883 -0.686
N 20.437 13.078 13.961 0.210
C 21.448 12.368 13.277 -0.232
C 22.488 12.923 12.587 -0.084
C 23.523 12.120 11.938 -1.041
C 23.433 10.751 12.116 -0.635
C 22.402 10.169 12.817 0.716
C 22.278 8.782 12.964 -0.768
C 21.122 8.273 13.500 -0.924
C 20.021 9.080 13.704 -0.214
N 20.164 10.402 13.660 -0.123
C 21.333 10.948 13.322 0.870
H 20.425 14.073 13.646 -0.516
H 20.342 13.003 14.942 0.232
H 22.520 14.003 12.558 0.290
H 24.260 12.523 11.320 0.479
H 24.246 10.129 11.789 0.350
H 23.091 8.194 12.704 0.515
H 21.078 7.202 13.719 0.349
H 19.005 8.742 14.018 0.534
C 15.451 13.491 12.144 -1.546
C 15.878 14.666 13.015 2.340
C 15.186 14.504 14.429 -1.804
C 15.381 15.975 12.353 -1.751
C 17.431 14.586 13.013 -0.229
H 14.367 13.423 12.106 0.682
H 15.601 12.504 12.584 0.389
H 15.872 13.412 11.119 -0.102
H 14.127 14.444 14.207 0.516
H 15.396 15.401 15.076 0.281
H 15.397 13.550 14.894 0.288
H 14.279 16.027 12.430 0.411
H 15.725 16.054 11.340 0.339
H 15.859 16.757 12.966 0.418
H 17.764 14.669 11.961 -0.148
N 13.947 7.957 9.842 -0.106
C 12.781 7.544 9.284 0.469
C 12.512 7.085 8.009 -0.680
C 11.216 6.733 7.635 -0.533
C 10.260 6.724 8.596 -0.277
C 10.503 7.223 9.930 -0.722
C 11.815 7.683 10.269 0.472
N 12.299 8.230 11.421 -0.866
C 13.593 8.453 11.158 0.044
C 14.569 8.924 11.984 0.303
C 14.419 9.578 13.301 -0.795
C 15.371 10.236 13.985 -0.610
N 16.667 10.437 13.465 0.021
C 16.892 9.585 12.343 0.151
C 15.909 8.961 11.564 -1.128
H 14.567 8.431 9.225 0.220
H 13.351 7.156 7.308 0.296
H 10.970 6.555 6.545 0.258
H 9.168 6.505 8.443 0.236
H 9.708 7.194 10.678 0.370
H 13.435 9.588 13.742 0.325
H 15.215 10.495 14.992 0.477
H 17.947 9.393 12.072 0.220
H 16.229 8.268 10.800 0.552
Cl 15.844 14.672 6.701 -0.283
C 16.763 13.870 7.962 0.430
C 17.795 14.535 8.596 -0.789
C 18.632 13.882 9.521 -0.145
C 18.379 12.591 9.902 0.620
C 19.122 11.919 11.003 -1.535
C 17.268 11.993 9.324 -0.572
C 16.499 12.584 8.349 -0.653
H 18.009 15.548 8.260 0.383
H 19.443 14.424 9.994 0.345
H 20.124 12.307 11.036 0.606
H 19.012 10.867 10.871 0.601
H 17.016 11.002 9.511 0.518
H 15.508 12.161 8.039 0.268
```